15
Properties=species:S:1:pos:R:3:forces:R:3 method="wB97M-V/def2-TZVPD" homo_ev="-10.381 / -10.377" lumo_energy_ev="0.78 / -2.62" relative_energy_kcal_mol=17.5 orbital_gap_ev="11.160 / 7.754" charge=0 multiplicity=2
H 0.697478 1.725296 0.829688 -0.3025 0.5175 -0.2858
H 1.580183 -0.313330 0.974788 0.1871 -0.1864 0.8490
H 1.251090 -2.201119 -0.534457 1.0381 -0.5175 -1.0721
H -1.628290 2.068977 0.764897 -0.1503 0.5383 1.1574
H -1.706003 -0.546043 0.102324 0.3039 -0.8176 -0.3003
H -1.543993 1.876727 -0.894452 0.3551 -0.1076 -0.2510
H -0.115338 -0.437139 1.726104 0.3103 -0.0985 0.4089
C -1.311982 1.362114 0.040961 -0.6536 -0.1373 -0.9532
O -2.212462 0.252605 0.123923 -0.0162 0.7090 0.2798
O 1.945018 -2.288028 -1.264119 -0.0807 0.0359 0.4249
C 0.504252 -0.294787 0.838062 -0.1197 0.1199 -2.2226
C 0.171508 1.042235 0.154406 0.3009 -0.2806 0.7517
H 1.504342 -1.968761 -2.057449 0.0009 -0.0905 -0.0364
H 0.666325 1.113021 -0.815046 0.0600 -0.2714 0.0820
O 0.197871 -1.391767 0.010372 -1.2334 0.5867 1.1678